DFT (ωB97M-V with the def2-TZVPD basis set) results for a molecular structure, C30H28InN8OP.

```
! RIJCOSX wB97M-V def2-TZVPD def2/J DEFGRID3
* xyz 2 1
In 0.618 0.150 -0.990
C 3.809 0.212 2.359
C 3.215 0.083 1.110
N 1.913 -0.153 0.995
C 1.182 -0.251 2.112
C 1.797 -0.109 3.352
N 3.099 0.116 3.473
C -0.283 -0.478 1.956
C -1.121 -0.757 3.022
C -2.489 -0.908 2.802
C -2.963 -0.772 1.498
C -2.071 -0.508 0.475
N -0.763 -0.376 0.713
C -2.488 -0.329 -0.944
C -3.802 -0.468 -1.381
N -4.152 -0.269 -2.644
C -3.201 0.084 -3.497
C -1.880 0.217 -3.091
N -1.535 0.001 -1.825
C -3.412 -1.197 3.919
C -4.672 -0.611 3.969
C -5.498 -0.910 5.044
N -5.154 -1.740 6.022
C -3.951 -2.301 5.966
C -3.043 -2.059 4.946
H 4.870 0.403 2.455
H 3.792 0.181 0.198
H 1.235 -0.162 4.274
H -0.734 -0.839 4.026
H -4.019 -0.888 1.303
H -4.597 -0.751 -0.704
H -3.490 0.262 -4.525
H -1.096 0.506 -3.780
H -5.003 0.092 3.216
H -6.480 -0.459 5.120
H -3.699 -2.979 6.773
H -2.085 -2.564 4.946
O 0.591 2.065 -0.293
C 1.316 3.130 -0.611
C 1.356 4.186 0.312
C 2.088 5.324 0.069
C 2.823 5.457 -1.112
C 2.788 4.441 -2.033
C 2.034 3.272 -1.818
C 1.999 2.260 -2.862
N 1.557 0.997 -2.782
C 1.752 0.408 -4.023
C 2.294 1.317 -4.862
N 2.440 2.466 -4.121
H 0.783 4.073 1.224
H 2.098 6.120 0.802
H 3.412 6.343 -1.298
H 3.382 4.549 -2.933
H 1.487 -0.615 -4.225
H 2.584 1.256 -5.895
H 2.793 3.342 -4.470
C 1.032 -3.379 -0.099
P 1.258 -2.333 -1.562
C 0.237 -3.118 -2.841
C 2.987 -2.563 -2.062
H 1.287 -4.415 -0.327
H -0.007 -3.335 0.229
H 1.672 -3.027 0.710
H 0.545 -4.156 -2.978
H 0.329 -2.599 -3.794
H -0.810 -3.100 -2.537
H 3.129 -3.555 -2.492
H 3.629 -2.471 -1.185
H 3.285 -1.812 -2.793
*
```

## Properties
Strongest force on any atom (eV Å⁻¹): 0.17
Highest occupied orbital energy (Ha): -0.4754
Orbital gap (eV): 6.34
ΔE to the lowest compared entry with this formula, charge and spin (eV): 0.175
Electronic energy (hartree): -2204.40445

Atomic partial charges in e from the natural (NBO) method, atoms 1 to 5:
1. In 1.65
2. C 0.03
3. C 0.02
4. N -0.46
5. C 0.13